No. 1
C4H11ClNPS2 | ωB97M-V with the def2-TZVPD basis set

Positions of all 20 atoms, in Å:
C -2.206 1.794 -1.197
C -0.919 -1.235 -0.741
C -2.363 0.670 -0.051
C -1.101 -0.043 0.149
N 2.961 -0.314 2.431
P 3.042 -1.353 1.081
S 2.865 -0.134 -0.733
S 0.000 0.543 1.195
Cl 5.059 -1.511 1.102
H -3.047 2.559 -1.278
H -1.332 2.396 -1.043
H -2.110 1.232 -2.140
H 0.133 -1.531 -0.861
H -1.497 -1.049 -1.735
H -1.473 -2.109 -0.378
H -3.251 0.083 -0.399
H -2.645 1.035 0.860
H 2.260 -1.295 -1.290
H 3.679 0.396 2.534
H 1.946 -0.134 2.494

Atoms 1-2, force components in eV/Å:
C -1.207 -0.240 0.554
C -0.684 -0.076 -1.283

Output
Multiplicity   3
Orbital gap (spin up / spin down)   7.2 / 6.7 eV
Energy   -49296.110 eV
Energy relative to the best compared isomer or geometry (same formula, charge and spin)   3.37 kcal per mole
Charge   0

Results of the natural (NBO) charge analysis, in e, for atoms 1 through 5: -0.60 -0.63 -0.43 -0.34 -1.18

=====

No. 2
C4H10FN3 | ωB97M-V with the def2-TZVPD basis set

Positions of all 18 atoms, in Å:
C 0.004 -0.536 -0.086
C -2.489 0.064 0.098
C 2.130 -1.369 -0.012
C 1.884 1.000 -0.127
N 1.223 -0.237 -0.099
N -3.458 0.852 0.233
N -1.014 0.403 -0.146
F -2.732 -1.181 -0.093
H -0.271 -1.570 -0.062
H 2.409 -1.850 -1.011
H 3.147 -1.047 0.361
H 1.707 -2.321 0.482
H 2.622 1.057 -0.940
H 1.067 1.751 -0.179
H 2.376 1.207 0.839
H -3.453 1.922 0.410
H -4.474 0.449 0.540
H -0.677 1.406 -0.208

Atoms 1-2, force components in eV/Å:
C -2.704 0.837 -0.164
C 5.164 -0.400 -2.220

Output
Multiplicity   1
Orbital gap   10.2 eV
Energy   -11478.738 eV
Structure (SMILES)   CN(C)/C=[NH+]/C(=[NH2+])F
Energy relative to the best compared isomer or geometry (same formula, charge and spin)   12.33 kcal per mole
Charge   +2

Results of the natural (NBO) charge analysis, in e, for atoms 1 through 5: 0.40 0.96 -0.48 -0.42 -0.24

=====

No. 3
C4H16N4 | ωB97M-V with the def2-TZVPD basis set

Positions of all 24 atoms, in Å:
C 1.292 -0.400 -1.346
C -1.219 0.175 -1.349
C 0.907 -2.417 0.559
C -0.035 -0.549 -0.739
N 0.126 1.467 1.086
N -0.267 -1.564 0.066
N -0.025 2.971 1.092
N -1.542 -1.815 0.462
H 2.240 -0.601 -0.787
H 1.370 -0.746 -2.409
H 1.345 0.646 -1.533
H -2.125 0.184 -0.920
H -1.641 -0.252 -2.382
H -0.948 1.168 -1.679
H 1.723 -2.010 0.057
H 0.947 -2.390 1.664
H 0.600 -3.340 0.312
H 1.071 1.159 0.943
H 0.205 3.287 1.988
H 0.760 3.510 0.520
H -0.960 3.075 0.609
H -2.247 -1.336 -0.100
H -0.178 1.035 1.944
H -1.698 -2.442 1.192

Atoms 1-2, force components in eV/Å:
C 1.468 1.152 -0.966
C 2.326 -0.693 -4.294

Output
Multiplicity   1
Orbital gap   9.6 eV
Energy   -10347.544 eV
Energy relative to the best compared isomer or geometry (same formula, charge and spin)   132.19 kcal per mole
Charge   +2

Results of the natural (NBO) charge analysis, in e, for atoms 1 through 5: -0.72 -0.72 -0.38 0.36 -0.65